(1)
Entry from the Open Molecules 2025 dataset: a 2-piece molecular cluster, C5H16NO overall in a non-equilibrium geometry (the ωB97M-V functional and the def2-TZVPD basis).

Structure (XYZ):
```
23
Properties=species:S:1:pos:R:3:mulliken_charge:R:1
C -1.15700 0.57473 2.17451 -0.36
O -1.49547 -0.22259 3.31647 -0.50
C 0.38033 0.69043 2.05361 -0.44
N 0.65662 1.14048 0.64627 -0.10
H -1.59865 1.59300 2.30184 0.37
H -1.57463 0.11681 1.26665 0.23
H -2.30281 0.12542 3.70248 0.34
H 0.86375 1.38069 2.78148 0.34
H 0.81372 -0.35615 2.07685 0.34
H 0.17108 2.00391 0.35394 0.39
H 0.44912 0.39723 -0.03636 -0.21
H 1.63737 1.36437 0.52823 0.46
C 1.28118 0.08046 -2.25431 -1.21
C 0.29582 -1.15606 -2.40380 0.01
C -0.67425 -1.39030 -1.22655 -1.39
H 0.69221 1.02409 -2.06059 0.33
H 1.79373 0.22375 -3.19202 0.37
H 2.07124 0.01073 -1.46538 0.25
H 0.87632 -2.03634 -2.47905 0.30
H -0.28305 -1.12026 -3.27104 0.34
H -1.19900 -2.33305 -1.41740 0.39
H -0.20654 -1.48291 -0.21430 0.46
H -1.49109 -0.62847 -1.18152 0.28
```

The HOMO energy comes out at -0.53998 hartree. The charge is +1. Its LUMO energy is -0.1272 hartree. As for the HOMO-LUMO gap: 11.233 eV. The electronic energy comes out at -8974.8437 eV.


(2)
Entry from the Open Molecules 2025 dataset: a 11-piece molecular cluster, CH24O11 overall in a non-equilibrium geometry (the ωB97M-V functional and the def2-TZVPD basis).

Structure (XYZ):
```
36
Properties=species:S:1:pos:R:3:mulliken_charge:R:1
O 3.26369 0.84097 0.56967 -0.37
H 3.24142 1.76116 0.26165 0.42
H 2.31080 0.43207 0.48295 0.35
H 3.52567 0.79135 1.51640 0.42
C -0.23556 0.50004 0.68728 -1.13
O 0.81658 -0.02575 -0.08847 -0.31
H -1.11204 0.59323 0.03156 0.51
H -0.55187 -0.19780 1.48180 0.20
H 0.00015 1.44301 1.20912 0.25
O -3.48827 0.91554 3.01867 -0.61
H -2.61922 1.24726 2.77463 0.30
H -3.44526 0.79368 3.97226 0.31
O -4.04040 -0.70278 -1.31961 -0.65
H -4.07924 -0.04883 -2.02338 0.30
H -3.11575 -0.98872 -1.31280 0.38
O -1.21705 -1.93879 -1.30910 -0.68
H -0.89476 -1.84210 -2.21020 0.28
H -0.76969 -1.23451 -0.81959 0.20
O 0.63087 2.32373 -2.07047 -0.73
H 0.53939 1.73253 -1.29482 0.31
H 0.81165 3.19398 -1.70248 0.26
O -1.25784 -3.38090 1.99810 -0.66
H -1.07333 -2.50640 1.64339 0.30
H -1.52663 -3.89386 1.22896 0.32
O 2.59952 1.28813 3.28534 -0.63
H 2.43654 0.76452 4.07775 0.33
H 1.86186 1.90690 3.24463 0.32
O 1.79725 0.01446 -2.91156 -0.68
H 1.76005 -0.06326 -1.94811 0.34
H 1.29717 0.82594 -3.06462 0.37
O 2.12486 -2.60028 -0.34073 -0.64
H 2.94680 -2.46616 0.13867 0.27
H 1.57170 -1.82846 -0.11945 0.29
O -1.69678 0.81454 -2.81286 -0.58
H -0.86160 1.29168 -2.70054 0.33
H -1.55069 0.24387 -3.57403 0.31
```

The HOMO energy comes out at -0.35543 hartree. Its LUMO energy is -0.0443 hartree. As for the HOMO-LUMO gap: 8.465 eV. The electronic energy comes out at -23946.9997 eV.


(3)
Entry from the Open Molecules 2025 dataset: a 2-piece molecular cluster, C21H15F3NO7S4 overall in a non-equilibrium geometry (the ωB97M-V functional and the def2-TZVPD basis).

Structure (XYZ):
```
51
Properties=species:S:1:pos:R:3:mulliken_charge:R:1
C 2.74521 -5.27127 1.16546 -0.23
C 2.32229 -4.73411 2.38714 -0.70
C 1.43885 -3.64431 2.40255 -0.34
C 0.91264 -3.18769 1.18908 -0.39
S -0.47660 -2.04622 1.14181 1.72
C -1.77696 -2.92793 1.75652 -1.00
S -3.46151 -2.50481 1.67645 1.18
C -3.71948 -1.53959 0.17508 0.07
C -3.61752 -0.15005 0.23335 -0.15
C -3.83811 0.59767 -0.92512 -0.60
C -4.12542 -0.05949 -2.12919 -0.43
C -4.28062 -1.45120 -2.16797 -0.55
C -4.05228 -2.19946 -1.01255 -0.31
O -4.20704 -3.72667 1.44416 -0.75
O -3.83223 -1.63533 2.76792 -0.68
O -0.18811 -0.87001 1.93726 -0.70
O -0.64310 -1.86937 -0.31294 -0.67
C 1.45195 -3.61759 -0.02830 0.04
C 2.32968 -4.70455 -0.04153 -0.74
H 3.39886 -6.14445 1.14699 0.35
H 2.65255 -5.18140 3.32485 0.35
H 1.15452 -3.14749 3.32780 0.41
H -1.60206 -3.99146 1.79166 0.40
H -3.34057 0.32325 1.17384 0.35
H -3.79268 1.68958 -0.87863 0.47
H -4.23077 0.51798 -3.04647 0.37
H -4.58186 -1.96203 -3.08947 0.34
H -4.10561 -3.28783 -1.02508 0.40
H 1.16192 -3.13243 -0.95504 0.44
H 2.65014 -5.11277 -0.99928 0.35
F 3.11998 8.41312 -1.77083 -0.24
C 3.15058 7.04899 -1.72315 0.73
F 2.43915 6.55150 -2.76420 -0.22
F 4.44078 6.65199 -1.84309 -0.22
S 2.39590 6.61483 -0.11452 -0.13
N 2.11295 4.94591 -0.40048 -0.10
C 0.82659 4.52239 -0.80516 0.56
O -0.02658 5.24935 -1.29619 -0.63
C 0.82212 3.06800 -0.56289 0.34
C 1.97205 2.59478 0.03850 0.49
C 2.18447 1.25391 0.28501 -0.68
C 1.26093 0.36889 -0.24974 -0.40
C 0.04524 0.82428 -0.77213 -0.09
C -0.19180 2.18201 -0.93552 -1.18
S 3.08312 3.85325 0.52151 1.15
O 4.36062 3.71279 -0.12012 -0.60
O 2.95914 4.18195 1.91736 -0.62
H 3.03694 0.90698 0.85002 0.43
H 1.52275 -0.68115 -0.27417 0.42
H -0.74566 0.13910 -1.04511 0.52
H -1.11535 2.56817 -1.36546 0.47
```

The HOMO energy comes out at -0.16938 hartree. The charge is -1. Its LUMO energy is 0.0661 hartree. As for the HOMO-LUMO gap: 6.408 eV. The electronic energy comes out at -89335.6403 eV.


(4)
Entry from the Open Molecules 2025 dataset: a 2-piece molecular cluster, C2H4P2S overall in a non-equilibrium geometry (the ωB97M-V functional and the def2-TZVPD basis).

Structure (XYZ):
```
9
Properties=species:S:1:pos:R:3:mulliken_charge:R:1
P -2.08434 1.36398 0.38218 0.02
P -2.20733 -0.55483 0.04452 0.37
S -2.66960 -2.42335 -0.13177 -0.31
C 0.99479 0.30175 -0.71469 -0.32
C 1.31812 0.18483 0.56712 -0.46
H 1.64999 0.83379 -1.34530 0.24
H -0.02572 -0.02784 -0.90468 -0.05
H 0.72211 -0.25907 1.23516 0.33
H 2.30198 0.58072 0.86745 0.19
```

The HOMO energy comes out at -0.32813 hartree. Its LUMO energy is -0.0459 hartree. As for the HOMO-LUMO gap: 7.680 eV. The electronic energy comes out at -31548.8221 eV.


(5)
Entry from the Open Molecules 2025 dataset: C4H8N2O2 in the gas phase in a non-equilibrium geometry (the ωB97M-V functional and the def2-TZVPD basis).

Structure (XYZ):
```
16
Properties=species:S:1:pos:R:3:mulliken_charge:R:1
C 0.20364 0.11129 -1.54269 -1.03
C 0.89886 0.55922 -0.42095 0.59
N 1.50472 1.75586 -0.30796 -0.39
N 0.56513 -0.13397 0.72329 -0.06
O 0.90168 0.58449 1.90419 -0.49
C -1.03412 -0.22052 0.38676 0.63
C -1.43356 -1.65976 0.20809 -1.01
O -1.74765 0.65782 0.78945 -0.53
H 0.25974 -0.92444 -1.83265 0.21
H 0.08820 0.79744 -2.36984 0.31
H 1.57872 2.33358 -1.12737 0.23
H 1.50446 2.21306 0.59190 0.25
H 1.35728 -0.06853 2.44909 0.35
H -1.68712 -2.05256 1.19621 0.33
H -2.32582 -1.70448 -0.41758 0.28
H -0.63417 -2.24850 -0.22991 0.33
```

The HOMO energy comes out at -0.28683 hartree. Its LUMO energy is 0.0294 hartree. As for the HOMO-LUMO gap: 8.605 eV. The electronic energy comes out at -11349.6332 eV.


(6)
Entry from the Open Molecules 2025 dataset: a 2-piece molecular cluster, C3H6NS overall (the ωB97M-V functional and the def2-TZVPD basis).

Structure (XYZ):
```
11
Properties=species:S:1:pos:R:3:mulliken_charge:R:1
S -1.56510 2.19112 0.61868 -0.78
H -2.78909 2.73638 0.52165 -0.05
C 0.14761 -0.82950 0.17147 0.30
C 0.25795 -2.07271 0.62133 -0.78
C 1.02080 0.86487 -1.02789 -0.04
N 0.83246 -0.39070 -0.98242 -0.49
H -0.52489 -0.10145 0.64301 -0.06
H 0.76916 -2.84908 0.06338 0.30
H -0.22949 -2.36709 1.54084 0.28
H 1.43638 1.29939 -1.93364 0.25
H 0.64421 1.51876 -0.23643 0.07
```

The HOMO energy comes out at -0.10605 hartree. The charge is -1. Its LUMO energy is 0.1499 hartree. As for the HOMO-LUMO gap: 6.965 eV. The electronic energy comes out at -15533.2141 eV.